Entry 1:
This record from the OMol25 dataset describes a molecular structure, C20H27ClMnNO2P. The level of theory is ωB97M-V/def2-TZVPD.

XYZ file:
```
53
Properties=species:S:1:pos:R:3:forces:R:3
Mn -1.103638 0.917677 0.783473 -1.05 -1.86 0.05
Cl 0.789597 1.077996 7.552837 0.13 0.21 0.42
P 0.823581 2.589350 -0.976197 0.54 -3.98 -0.67
O -1.353707 -0.954622 1.540922 0.30 0.14 0.36
O -0.828848 -2.980845 2.416330 -0.25 1.78 -0.08
N 1.192779 -2.583683 -1.555897 0.07 1.11 0.57
C -2.353449 -0.812761 -3.128445 0.34 0.28 0.13
C -1.458844 -2.167396 -1.254993 -0.40 -0.31 0.32
C -1.642770 -0.815148 -1.901053 -0.91 0.16 -0.99
C -2.147476 1.585785 -3.336638 0.44 -0.02 0.18
C -0.128759 -1.079918 6.189594 0.04 0.56 -0.83
C -0.170385 0.308258 3.755330 0.11 -0.03 0.26
C 1.506598 3.987005 -0.120537 0.24 0.41 0.39
C -0.148598 -3.049973 -1.323685 -0.03 -0.53 -0.01
C -1.326121 0.433543 -1.346532 0.98 0.16 1.09
C -0.935487 -1.747220 2.486512 0.08 -0.80 0.25
C 2.113559 -2.609998 -0.434508 -0.19 0.10 -0.15
C -0.550414 -1.034891 3.784812 0.13 -0.13 0.10
C -2.627320 0.368053 -3.820974 0.02 0.04 0.10
C -0.801612 2.890125 -1.668390 -0.25 0.32 0.59
C 1.928972 2.113591 -2.290601 0.79 1.13 -1.23
C 1.530506 -1.733189 -2.673421 0.01 -0.18 0.05
C -1.461852 1.591527 -2.111605 -0.37 -0.17 -1.15
C 0.272604 0.272120 6.129945 -0.52 -0.83 -1.15
C -0.521224 -1.728921 5.003837 0.24 0.54 0.31
C 0.253987 0.967838 4.910484 -0.04 -0.23 0.18
H -3.200938 0.338248 -4.746184 0.14 -0.01 0.17
H -0.324435 -3.847641 -2.067878 -0.29 0.15 0.23
H -2.265284 2.527938 -3.885506 -0.08 -0.44 0.06
H -0.106577 -3.522041 -0.328625 -0.17 -0.13 -0.51
H -0.597267 3.559159 -2.515173 -0.38 0.03 0.15
H 2.058904 -2.300169 -3.460285 -0.10 0.24 -0.02
H 2.712570 -1.684251 -0.398592 -0.08 -0.21 0.04
H 2.804550 -3.464348 -0.498295 0.05 0.16 0.11
H 0.825740 4.330225 0.669892 0.26 -0.15 -0.28
H 0.178726 2.031295 0.580921 -2.36 1.38 4.16
H 0.576038 1.282974 -0.184029 2.11 1.30 -3.16
H -2.707499 -1.766425 -3.527038 0.12 0.28 0.01
H 0.571649 2.012959 4.867798 -0.11 -0.38 0.08
H 1.551061 -2.694425 0.505269 0.22 0.02 -0.14
H 2.208026 -0.926315 -2.339428 -0.19 -0.18 -0.14
H -0.797284 -2.781446 5.025131 0.04 0.24 -0.08
H 2.161872 3.014738 -2.868626 0.30 -0.18 -0.33
H 2.868942 1.706236 -1.894524 -0.34 0.13 0.05
H 0.640251 -1.256614 -3.111872 0.21 -0.22 0.10
H 2.486381 3.725755 0.307344 -0.33 0.09 -0.13
H -2.195432 -2.810297 -1.764437 0.13 0.11 0.38
H -1.762648 -2.106635 -0.193611 0.28 0.06 -0.63
H 1.480989 1.381671 -2.967981 -0.16 0.05 0.32
H -1.372950 3.412901 -0.880426 0.11 0.08 -0.44
H 1.642392 4.781794 -0.869219 -0.01 -0.16 0.22
H -0.168228 0.853013 2.794608 0.16 -0.20 0.83
H -0.121216 -1.602628 7.140166 0.02 0.06 -0.13
```
Positions in Å, forces in eV/Å.

As for the LUMO energy (alpha / beta): -0.12 / -0.34 eV. Its total energy is -79889.1071 eV. The total charge is 0. Its strongest force on any atom is 0.0968 Eh/bohr. Its spin multiplicity is 6. The energy above the lowest of the compared OMol25 structures with the same formula, charge and spin is 270.4 kJ/mol.

These are the Löwdin partial charges, in e, on atoms 1 to 2:
1 Mn 0.87
2 Cl 0.67

---

Entry 2:
This record from the OMol25 dataset describes a molecular structure, C14H36CaN2O6. The level of theory is ωB97M-V/def2-TZVPD.

XYZ file:
```
59
Properties=species:S:1:pos:R:3:forces:R:3
Ca 0.207216 0.035182 0.754833 -0.01 0.30 0.20
O 1.850486 -0.531802 2.506880 0.06 -0.04 0.06
O 0.489892 -1.983980 -0.368440 -0.28 1.14 0.37
O -0.045557 2.005164 1.927317 0.11 -0.86 -0.52
O -0.336526 0.513464 -4.661633 0.16 -0.01 0.19
O -2.422041 0.062205 0.622378 0.43 -0.01 0.05
O 2.221299 0.974259 -0.221905 -0.02 0.46 0.16
N -0.975876 -1.068090 2.504236 -0.37 -0.45 0.62
N -0.185641 0.600841 -1.583178 0.45 -0.47 -1.41
C -0.032593 -1.855751 3.295085 -0.17 -0.24 0.08
C -0.473882 2.968211 2.798245 -0.19 -0.13 0.23
C -1.009562 -0.349340 -3.763893 -0.15 0.23 -0.22
C 2.800792 0.444604 2.916183 0.10 0.11 -0.05
C 3.532867 0.634763 -0.615015 -0.10 -0.26 -0.26
C 1.206489 -1.069079 3.644426 -0.14 0.30 0.39
C 0.621454 -3.261944 -0.837559 0.19 0.03 -0.22
C 1.653198 2.078768 -0.943228 -0.17 0.03 -0.19
C 0.853140 1.519713 -2.099774 0.39 0.00 -0.45
C -1.317944 0.414174 -2.501600 -0.13 0.45 0.27
C -2.091474 -1.863844 1.986598 -0.24 0.37 0.10
C -3.209268 1.155226 0.210987 -0.14 -0.08 -0.21
C -3.111720 -0.927890 1.347504 -0.21 -0.31 -0.53
C -0.017014 -0.122232 -5.868527 0.10 0.05 -0.54
H -2.618747 -2.411702 2.782988 0.16 -0.15 -0.12
H 2.303313 1.269785 3.432538 -0.06 -0.04 -0.02
H 0.361015 3.502188 3.295735 -0.08 0.07 -0.06
H 3.809988 -0.265330 -0.070338 0.04 0.04 0.07
H -0.331525 -3.825361 -0.813407 0.08 -0.13 0.06
H -1.701342 -2.560602 1.244019 0.07 -0.01 0.02
H -1.100014 2.571336 3.639488 0.14 0.03 -0.17
H 2.435342 2.760384 -1.289306 0.07 -0.07 0.02
H 1.534646 1.003486 -2.790492 -0.07 -0.07 0.11
H 0.445962 2.323238 -2.719450 -0.32 0.02 0.31
H -2.526810 1.900052 -0.189760 0.00 0.08 0.10
H 0.225219 -2.760986 2.741602 -0.02 0.08 -0.13
H 0.913612 -0.234343 4.298621 0.05 -0.03 0.00
H 0.236820 -0.345875 -1.630248 0.05 0.19 0.68
H 3.576647 0.398374 -1.684342 0.03 0.08 0.04
H 0.997051 2.621669 -0.256313 0.10 -0.16 0.18
H 0.961024 -3.300908 -1.897394 -0.07 -0.03 0.12
H 3.281140 0.841736 2.029017 -0.02 -0.04 -0.05
H -1.958450 -0.678283 -4.214446 0.11 -0.14 0.02
H -0.499275 -2.156931 4.244980 0.17 -0.20 -0.03
H 4.224561 1.452020 -0.392579 0.03 -0.02 0.02
H 3.556497 -0.005825 3.569527 -0.06 -0.03 -0.02
H -3.912550 0.856956 -0.579564 0.00 0.01 0.11
H 1.378486 -3.841167 -0.274294 -0.15 -0.12 -0.01
H -2.094691 -0.119779 -1.954774 -0.05 0.00 0.02
H 0.246012 -1.175131 -5.719233 0.02 0.03 0.01
H -0.377492 -1.222776 -3.553623 -0.14 -0.09 0.04
H 0.837506 0.391490 -6.315018 -0.05 -0.03 0.08
H -1.113529 3.739646 2.323243 0.13 0.03 0.02
H -3.771832 1.565934 1.053476 0.05 0.09 0.01
H -0.848311 -0.062778 -6.585214 0.00 -0.11 0.12
H -3.739976 -1.502462 0.650601 -0.07 -0.03 0.17
H 1.908475 -1.701636 4.198250 -0.03 -0.04 0.05
H -1.694024 1.398684 -2.792647 -0.19 -0.04 0.07
H -3.788081 -0.467891 2.079254 0.20 0.08 0.15
H -1.364401 -0.329824 3.089168 0.22 0.16 -0.10
```
Positions in Å, forces in eV/Å.

As for the LUMO energy: 0.67 eV. Its total energy is -48805.7264 eV. The total charge is 0. Its strongest force on any atom is 0.0302 Eh/bohr. Its spin multiplicity is 1. The energy above the lowest of the compared OMol25 structures with the same formula, charge and spin is 9.1 kJ/mol.

These are the Löwdin partial charges, in e, on atoms 1 to 2:
1 Ca 1.41
2 O -0.27

---

Entry 3:
This record from the OMol25 dataset describes 3 unconnected molecules or ions with the total composition H7O3. The level of theory is ωB97M-V/def2-TZVPD.

XYZ file:
```
10
Properties=species:S:1:pos:R:3:forces:R:3
O -1.626960 1.204770 0.248665 -0.16 -0.17 0.54
O 0.054823 -0.467380 0.912413 -1.00 1.47 -0.26
O 1.523528 -0.724835 -1.204849 0.74 0.46 -0.04
H -0.732999 0.271956 0.675668 0.90 -0.08 -0.22
H 2.414478 -0.364408 -1.461550 -1.24 -0.55 0.44
H -0.451557 -1.254302 1.154349 0.54 -0.60 -0.35
H -1.385067 2.011153 -0.228561 0.06 -0.05 0.03
H 0.615043 -0.455697 0.043669 0.25 -0.96 0.28
H -1.983494 1.467196 1.108769 -0.36 0.43 -0.16
H 1.572205 -1.688453 -1.248573 0.28 0.05 -0.27
```
Positions in Å, forces in eV/Å.

As for the LUMO energy: -3.75 eV. Its total energy is -6249.0391 eV. The total charge is +1. Its strongest force on any atom is 0.0349 Eh/bohr. Its spin multiplicity is 1. The energy above the lowest of the compared OMol25 structures with the same formula, charge and spin is 36.8 kJ/mol.

These are the Löwdin partial charges, in e, on atoms 1 to 2:
1 O 0.07
2 O 0.16

---

Entry 4:
This record from the OMol25 dataset describes a molecular structure, C35H31AsFN2O5RhS. The level of theory is ωB97M-V/def2-TZVPD.

XYZ file:
```
77
Properties=species:S:1:pos:R:3:forces:R:3
Rh 0.480068 0.268201 -0.114944 0.61 -0.02 1.02
As -0.688197 2.417616 -0.478539 -0.81 -0.83 -0.10
S 1.004451 0.388986 -2.322765 0.12 0.27 -0.03
F -0.938060 -3.982228 5.426340 0.01 0.01 0.00
O 1.636989 3.081066 1.936845 0.17 -0.03 0.07
O -1.166900 -0.727737 -0.572021 -0.26 0.20 -0.33
O 0.128141 -0.509607 2.009425 -0.11 0.29 -0.33
O -2.300210 -2.181247 -1.791323 -0.03 -0.04 -0.03
O 2.125076 1.156116 0.880898 -0.05 -0.10 -0.57
N 1.615953 -1.478657 -0.078036 -0.10 -0.05 -0.10
N 1.828829 0.761309 5.490741 0.05 0.01 -0.06
C -4.724461 1.176880 -0.515758 0.00 0.02 -0.01
C 0.559245 -0.894095 4.288933 -0.02 0.01 0.00
C 0.682769 6.315557 0.042292 -0.01 0.01 0.00
C -3.494891 1.673426 -0.928638 0.00 0.02 -0.02
C 1.671392 -0.747064 7.935781 0.00 0.01 0.00
C -4.962652 0.927882 0.826314 0.01 -0.01 0.00
C 1.985091 1.450957 4.343202 -0.11 0.07 0.09
C 0.698795 -0.125799 3.052605 0.16 0.14 0.10
C -0.145206 1.549677 -4.492680 0.01 0.04 0.01
C -1.270979 -1.845535 -1.244053 0.01 0.04 0.11
C -0.158281 -2.098814 4.266933 -0.03 -0.01 0.01
C 1.146501 -0.446490 5.481448 0.00 -0.01 0.00
C -1.587984 4.883132 0.766245 -0.01 0.03 -0.03
C 2.499220 1.268100 6.704439 0.02 0.00 0.02
C -0.868650 2.525914 -5.151033 0.00 -0.01 0.00
C 3.976850 0.892150 6.685609 -0.02 -0.02 -0.01
C -0.255716 -2.822911 5.417345 0.00 0.00 0.00
C -0.731044 2.553451 -2.390118 0.05 -0.04 -0.02
C -0.067142 -2.787355 -1.263170 -0.02 0.05 -0.04
C 1.763351 0.771565 7.940313 -0.01 -0.01 -0.01
C -0.334830 6.936942 0.756341 0.01 0.00 -0.01
C -0.570320 4.267628 0.052688 0.27 -0.09 0.21
C 1.760104 1.868193 1.895061 0.01 0.18 0.06
C 0.805527 -2.709423 -0.023518 -0.01 -0.01 -0.02
C -1.443721 3.543652 -3.060578 -0.02 -0.02 0.02
C 0.328118 -2.399122 6.609090 0.01 0.01 0.00
C -1.467186 6.223607 1.113703 -0.03 0.00 0.01
C -0.047811 1.568170 -3.097714 0.05 -0.04 0.03
C 0.569241 4.980952 -0.304951 0.00 -0.01 -0.04
C 1.496248 1.056533 3.140571 -0.17 -0.16 -0.17
C -3.967797 1.172292 1.764158 -0.01 -0.01 0.01
C -2.737319 1.657654 1.353825 0.02 0.05 -0.04
C 1.032183 -1.219441 6.658853 0.01 -0.01 0.00
C -2.500574 1.917901 0.005909 0.04 0.13 0.05
C -1.513101 3.536224 -4.442162 0.00 0.02 0.00
H -0.932900 2.500226 -6.231483 0.00 0.00 0.00
H 2.209540 -1.339402 0.735044 0.01 -0.07 -0.01
H -2.263374 6.707320 1.664914 0.00 0.00 0.00
H -4.145441 0.967494 2.812386 0.00 0.01 0.00
H -5.491325 0.970072 -1.250695 0.00 -0.01 0.00
H -3.311533 1.843537 -1.981757 0.01 -0.02 0.00
H -1.947725 4.317473 -2.492088 -0.01 0.00 0.00
H 4.488309 1.374937 5.852928 -0.01 0.00 -0.01
H 0.194279 -2.648206 0.874505 -0.01 -0.03 0.02
H -0.628924 -2.424150 3.349925 0.00 0.01 -0.01
H 1.569102 6.870567 -0.235904 0.00 0.00 0.00
H 0.758009 1.198946 7.953402 0.00 0.00 0.01
H -2.069342 4.302969 -4.964570 -0.01 0.00 0.00
H 2.285952 1.129071 8.827678 0.00 0.01 0.00
H -0.446406 -3.798481 -1.399698 -0.04 0.02 0.02
H 1.447791 -3.591314 0.049912 0.05 0.05 -0.01
H -5.918263 0.529595 1.142026 0.00 0.00 0.00
H 4.107092 -0.184800 6.574573 0.00 -0.01 0.02
H -2.476725 4.330383 1.040988 0.00 0.00 0.01
H 1.096103 -1.103173 8.790361 -0.01 0.00 0.00
H 4.458746 1.207196 7.611626 0.01 0.01 0.00
H 1.367382 4.492528 -0.850973 0.01 -0.01 0.04
H -1.952899 1.829410 2.084991 0.00 -0.04 0.01
H 2.404399 2.354471 6.660609 0.02 0.00 0.00
H 2.528439 2.384781 4.424753 0.00 0.00 -0.02
H 0.518496 -2.542790 -2.154683 0.04 -0.04 0.01
H -0.242041 7.979114 1.033819 0.00 0.01 -0.01
H 0.215933 -3.008831 7.496790 -0.01 0.00 0.00
H 2.670595 -1.181683 8.028975 0.00 -0.01 0.02
H 0.354538 0.768248 -5.050662 0.01 0.00 0.00
H 2.205381 -1.501798 -0.906262 0.10 0.04 0.08
```
Positions in Å, forces in eV/Å.

As for the LUMO energy: -0.32 eV. Its total energy is -127418.4346 eV. The total charge is 0. Its strongest force on any atom is 0.0232 Eh/bohr. Its spin multiplicity is 1. The energy above the lowest of the compared OMol25 structures with the same formula, charge and spin is 18.5 kJ/mol.

These are the Löwdin partial charges, in e, on atoms 1 to 2:
1 Rh 0.75
2 As 1.35

---

Entry 5:
This record from the OMol25 dataset describes a molecular structure, C11H34B2BaF3NO12P2. The level of theory is ωB97M-V/def2-TZVPD.

XYZ file:
```
66
Properties=species:S:1:pos:R:3:forces:R:3
Ba 1.086646 -2.876045 0.264446 -1.72 -0.11 -0.80
P -2.841254 -1.391595 1.037476 -1.71 0.79 0.38
P -1.036014 -1.290145 -3.244864 -1.35 3.60 -2.38
F 1.043736 4.433495 -3.240244 -0.86 -0.11 0.21
F 1.950076 6.345955 -2.695794 0.35 -0.94 -0.04
F 2.766216 5.084955 -4.271974 0.65 0.05 0.72
O 2.303916 4.224835 -0.834904 -0.81 -0.04 -1.20
O -2.649874 -1.374795 -2.989184 1.76 0.24 0.39
O -2.682364 -0.284525 2.258316 -0.51 -0.90 -2.20
O -3.290194 -0.496555 -0.308714 4.19 -3.42 3.01
O -4.252354 -2.258265 1.336376 2.38 1.61 -1.01
O -0.799324 -1.766315 -4.804724 -0.01 0.07 3.35
O -0.187304 -1.796625 -2.154634 0.32 -1.48 0.03
O 4.155366 3.920775 -2.127264 -4.09 0.98 0.08
O -1.591534 -2.221265 0.852296 -1.52 1.12 -0.18
O -0.764334 0.347485 -3.360854 -1.08 -2.69 -0.36
O 3.099216 -1.901785 6.033696 -1.08 -0.01 -0.77
O 5.054466 -1.136805 6.332156 -1.24 0.50 -2.46
N 4.052896 -1.306865 5.597946 2.08 -0.13 2.50
C 2.206966 5.065685 -3.065794 -0.96 0.50 -0.72
C -0.690114 1.088885 -2.139714 0.84 -0.29 0.21
C -4.527424 0.009135 -0.416674 -3.55 2.08 -0.41
C -3.234024 -2.647325 -2.719334 -0.37 -1.41 -1.15
C -1.542774 -1.277115 -5.910364 -1.21 -0.02 -1.45
C -2.040124 1.038965 2.011266 -0.14 -0.83 0.57
C -4.801834 -2.547165 2.636516 0.59 -0.31 0.80
C 4.011156 -0.869015 4.162346 -0.14 -0.51 -0.42
C 2.078616 3.933565 1.516306 0.21 -0.23 1.54
C 2.948616 3.662175 0.335186 0.35 1.07 -0.60
C 2.963866 4.296305 -1.986794 5.25 -0.76 1.09
B 3.664506 -3.714745 0.950906 1.19 -2.41 -1.04
B 1.384656 -0.301625 1.667856 -2.31 2.65 2.26
H 3.375486 0.001315 3.999336 0.24 0.17 0.62
H 2.251776 -0.899205 1.432806 4.64 -3.69 -1.67
H -4.106304 -2.113165 3.354836 -0.55 -0.09 0.41
H -1.021384 0.904175 2.374736 0.03 0.32 -0.23
H -2.088984 1.379935 0.977116 0.03 -0.44 -0.06
H -5.835274 -2.232885 2.782506 0.24 0.86 -0.50
H 3.179306 2.610735 0.163866 -0.09 0.05 0.03
H 4.734126 -3.820805 1.045366 3.84 0.57 0.53
H 1.311786 3.186935 1.722716 -0.11 0.12 -0.28
H 3.874176 4.224185 0.460116 0.19 -0.26 -0.15
H 3.387776 -3.888125 -0.077494 -1.12 -0.02 -4.18
H -2.563044 1.775535 2.621266 -0.03 -0.31 0.09
H 0.873896 -0.205335 0.722286 -1.07 0.13 -4.65
H -0.934204 -1.449595 -6.798054 0.39 0.77 0.27
H -4.895034 -3.620285 2.803386 0.64 -0.14 -0.35
H 2.760456 3.912075 2.366446 0.09 -0.51 0.27
H 3.488436 -1.679735 3.654816 0.23 -0.09 0.07
H 3.322676 -2.758405 1.315296 -1.32 5.23 2.27
H -4.431364 1.034585 -0.773514 -0.06 -0.09 -0.65
H -5.169244 -0.595725 -1.057234 0.15 0.10 -0.31
H -3.596644 -3.010815 -3.680824 0.20 -0.31 -0.11
H 1.690826 4.940415 1.671096 -0.21 0.03 -0.93
H 1.668016 0.663775 2.057666 1.01 3.19 1.21
H -4.134994 -2.712505 -2.109324 0.23 1.19 0.46
H 3.211826 -4.532355 1.490196 -2.55 -2.50 2.63
H -5.127544 0.179365 0.477186 0.42 -0.52 0.68
H -2.004304 -0.294075 -5.816944 1.08 0.46 0.27
H -1.292484 1.993105 -2.227134 0.01 -0.21 0.09
H -2.541034 -3.383095 -2.311274 0.25 0.21 0.02
H 0.774206 -0.830255 2.383506 -1.59 -2.57 2.89
H 0.364096 1.323685 -1.992674 -0.01 0.46 -0.09
H -2.439814 -1.820945 -6.206454 -0.08 -1.03 0.92
H -0.932434 0.462295 -1.281364 -0.57 0.18 0.02
H 5.005136 -0.738465 3.734496 -0.07 0.07 0.46
```
Positions in Å, forces in eV/Å.

As for the LUMO energy (alpha / beta): -3.22 / -9.39 eV. Its total energy is -66782.9320 eV. The total charge is +1. Its strongest force on any atom is 0.1205 Eh/bohr. Its spin multiplicity is 2.

These are the Löwdin partial charges, in e, on atoms 1 to 2:
1 Ba 1.97
2 P 0.62